1.
Formula: C4H9NP
Source: the Open Molecules 2025 dataset
Level of theory: wB97M-V/def2-TZVPD

Each atom is followed by the atoms it is bonded to, with distances in Å.
Positions of all 15 atoms, in Å:
1 P -2.22 0.17 -1.50  N2 1.857, C4 1.831
2 N -1.37 1.54 -0.57  P1 1.857, C4 1.478, H8 1.022, H13 1.021
3 C 0.68 -0.02 -0.64  C4 1.528, C5 1.538, H9 1.093, H11 1.091
4 C -0.47 0.67 -1.36  P1 1.831, N2 1.478, C3 1.528, H10 1.090
5 C 0.45 -0.52 0.80  C3 1.538, C6 1.455, H12 1.106, H14 1.097
6 C -0.28 -1.77 0.94  C5 1.455, H7 1.074, H15 1.076
7 H -0.20 -2.52 0.18  C6 1.074
8 H -1.27 1.46 0.44  N2 1.022
9 H 1.52 0.68 -0.63  C3 1.093
10 H -0.07 1.18 -2.24  C4 1.090
11 H 0.98 -0.87 -1.26  C3 1.091
12 H 1.46 -0.70 1.19  C5 1.106
13 H -1.47 2.52 -0.85  N2 1.021
14 H 0.04 0.26 1.45  C5 1.097
15 H -0.86 -1.99 1.82  C6 1.076

Computed properties:
Lowest unoccupied orbital energy (spin up / spin down) in eV: -6.226 / -4.315
M in u: 102.1
Spin multiplicity: 1
Charge: +1
Orbital gap (spin up / spin down) in eV: 5.8 / 9.5

2.
Formula: C4H9NP
Source: the Open Molecules 2025 dataset
Level of theory: wB97M-V/def2-TZVPD

Each atom is followed by the atoms it is bonded to, with distances in Å.
Positions of all 15 atoms, in Å:
1 P -0.83 -0.63 1.52  C3 1.652, C4 1.785
2 N -1.32 -1.27 -1.23  C4 1.498, H8 0.946, H12 1.014, H15 1.046
3 C -0.10 0.83 1.74  P1 1.652, C5 1.502, H11 1.011
4 C -0.33 -1.18 -0.11  P1 1.785, N2 1.498, H10 1.048
5 C 0.96 1.41 0.83  C3 1.502, C6 1.471, H7 1.127, H14 1.004
6 C 1.04 0.58 -0.38  C5 1.471, H9 1.194, H13 1.138
7 H 2.03 1.27 1.14  C5 1.127
8 H -0.99 -0.88 -2.02  N2 0.946
9 H 0.62 1.06 -1.39  C6 1.194
10 H 0.24 -2.02 -0.37  C4 1.048
11 H -0.24 1.39 2.56  C3 1.011
12 H -2.02 -0.63 -0.89  N2 1.014
13 H 1.94 -0.06 -0.67  C6 1.138
14 H 0.74 2.36 0.57  C5 1.004
15 H -1.74 -2.23 -1.31  N2 1.046

Computed properties:
Lowest unoccupied orbital energy in eV: -4.113
M in u: 102.1
Spin multiplicity: 1
Charge: +1
Orbital gap in eV: 9.0

The data favor 1; the next most stable structure lies 0.0366 hartree above it.

1.
Formula: H5NOSSi
Source: the Open Molecules 2025 dataset
Level of theory: wB97M-V/def2-TZVPD

Each atom is followed by the atoms it is bonded to, with distances in Å.
Positions of all 9 atoms, in Å:
1 S -0.41 0.41 -1.53  Si2 2.198, H8 1.354
2 Si 1.68 -0.21 -1.81  S1 2.198, O3 1.509, H7 1.444
3 O 2.36 -0.18 -3.16  Si2 1.509
4 N -0.90 0.09 2.24  H5 0.983, H6 0.953, H9 0.996
5 H -0.43 -0.72 2.55  N4 0.983
6 H -1.37 0.57 2.92  N4 0.953
7 H 1.74 -0.22 -0.36  Si2 1.444
8 H -0.93 0.61 -2.76  S1 1.354
9 H -1.73 -0.34 1.91  N4 0.996

Computed properties:
Lowest unoccupied orbital energy in eV: -0.249
M in u: 95.2
Spin multiplicity: 1
Charge: 0
SMILES: O=[SiH]S.N
Orbital gap in eV: 9.9

2.
Formula: H5NOSSi
Source: the Open Molecules 2025 dataset
Level of theory: wB97M-V/def2-TZVPD

Each atom is followed by the atoms it is bonded to, with distances in Å.
Positions of all 9 atoms, in Å:
1 S -2.31 0.00 0.19  Si2 2.153, H7 1.331
2 Si -0.16 -0.10 0.18  S1 2.153, O3 1.596, N4 1.721
3 O 0.25 1.13 -0.75  Si2 1.596, H8 0.939
4 N 0.65 -1.43 -0.55  Si2 1.721, H5 1.011, H6 0.959
5 H 0.55 -2.24 0.05  N4 1.011
6 H 1.46 -1.15 -0.98  N4 0.959
7 H -2.02 1.11 -0.49  S1 1.331
8 H 0.57 1.91 -0.35  O3 0.939
9 H 1.02 0.78 2.69  no bonds

Computed properties:
Lowest unoccupied orbital energy (spin up / spin down) in eV: -0.596 / -0.565
M in u: 95.2
Spin multiplicity: 1
Charge: 0
Orbital gap (spin up / spin down) in eV: 8.9 / 7.0

The data favor 1; the next most stable structure lies 0.0331 hartree above it.

1.
Formula: C7H10N
Source: the Open Molecules 2025 dataset
Level of theory: wB97M-V/def2-TZVPD

Each atom is followed by the atoms it is bonded to, with distances in Å.
Positions of all 18 atoms, in Å:
1 N 0.95 -0.12 -0.86  C4 1.637, C5 1.478, C6 1.364
2 C -1.70 -0.47 2.17  C7 1.492, C8 1.312, H11 1.103
3 C 1.75 -0.38 -2.81  C4 1.411, C5 1.482, H14 1.055
4 C 2.38 0.06 -1.63  N1 1.637, C3 1.411, C6 1.509, H17 1.063
5 C 0.40 -0.42 -2.21  N1 1.478, C3 1.482, H9 1.070, H18 1.163
6 C 1.52 1.11 -0.97  N1 1.364, C4 1.509, H13 1.081, H15 1.041
7 C -2.29 0.80 2.68  C2 1.492, C8 1.525, H10 1.133, H16 1.124
8 C -2.78 -0.63 2.90  C2 1.312, C7 1.525, H12 1.078
9 H -0.45 0.16 -2.51  C5 1.070
10 H -2.74 1.36 1.80  C7 1.133
11 H -1.04 -0.73 1.33  C2 1.103
12 H -3.45 -1.38 3.30  C8 1.078
13 H 2.11 1.56 -0.18  C6 1.081
14 H 2.19 -0.96 -3.58  C3 1.055
15 H 1.05 1.82 -1.56  C6 1.041
16 H -1.86 1.49 3.46  C7 1.124
17 H 3.31 -0.18 -1.16  C4 1.063
18 H 0.02 -1.52 -2.21  C5 1.163

Computed properties:
Lowest unoccupied orbital energy in eV: -6.829
M in u: 108.2
Spin multiplicity: 1
Charge: +1
Orbital gap in eV: 4.7

2.
Formula: C7H10N
Source: the Open Molecules 2025 dataset
Level of theory: wB97M-V/def2-TZVPD

Each atom is followed by the atoms it is bonded to, with distances in Å.
Positions of all 18 atoms, in Å:
1 N 0.88 0.85 -0.02  C2 1.406, C6 1.255
2 C 0.29 1.19 1.21  N1 1.406, C8 1.303, H15 1.164
3 C -1.84 -1.52 0.19  C5 1.538, C7 1.490, H9 1.123, H16 1.089
4 C 2.61 0.75 -1.69  C6 1.535, H12 1.121, H14 1.022, H18 1.144
5 C -1.97 -0.06 0.65  C3 1.538, C7 1.540, C8 1.347, H17 1.156
6 C 2.05 1.19 -0.33  N1 1.255, C4 1.535, H10 1.089
7 C -2.36 -1.25 1.56  C3 1.490, C5 1.540, H11 1.099, H13 1.150
8 C -0.86 0.65 0.92  C2 1.303, C5 1.347
9 H -0.96 -2.21 0.06  C3 1.123
10 H 2.54 2.12 -0.05  C6 1.089
11 H -1.66 -1.24 2.41  C7 1.099
12 H 3.72 0.85 -1.78  C4 1.121
13 H -3.49 -1.28 1.75  C7 1.150
14 H 2.30 1.46 -2.36  C4 1.022
15 H 0.69 2.00 1.94  C2 1.164
16 H -2.75 -1.81 -0.35  C3 1.089
17 H -2.75 0.56 0.06  C5 1.156
18 H 2.36 -0.21 -2.26  C4 1.144

Computed properties:
Lowest unoccupied orbital energy in eV: -5.233
M in u: 108.2
Spin multiplicity: 1
Charge: +1
Orbital gap in eV: 8.8

The data favor 2; the next most stable structure lies 0.0794 hartree above it.

1.
Formula: C2H2Cl2O2S
Source: the Open Molecules 2025 dataset
Level of theory: wB97M-V/def2-TZVPD

Each atom is followed by the atoms it is bonded to, with distances in Å.
Positions of all 9 atoms, in Å:
1 Cl -0.39 1.27 1.35  C7 1.571
2 Cl 0.25 -2.55 -1.40  S3 2.054
3 S -0.41 -1.17 -0.03  Cl2 2.054, O4 1.645, O5 1.414
4 O 0.70 -1.57 1.12  S3 1.645, H9 1.034
5 O -1.64 -1.65 0.49  S3 1.414
6 C 0.08 2.69 -0.96  C7 1.194, H8 1.091
7 C -0.02 2.14 0.09  Cl1 1.571, C6 1.194
8 H 0.38 3.38 -1.75  C6 1.091
9 H 1.05 -2.54 1.10  O4 1.034

Computed properties:
Lowest unoccupied orbital energy in eV: 0.407
M in u: 161.0
Spin multiplicity: 1
Charge: 0
Orbital gap in eV: 10.7

2.
Formula: C2H2Cl2O2S
Source: the Open Molecules 2025 dataset
Level of theory: wB97M-V/def2-TZVPD

Each atom is followed by the atoms it is bonded to, with distances in Å.
Positions of all 9 atoms, in Å:
1 Cl -1.84 1.10 0.97  C6 1.809
2 Cl -1.28 0.63 -1.91  C6 1.874
3 S 1.04 -1.51 0.94  O4 1.398, C7 1.745
4 O 2.40 -1.19 1.06  S3 1.398
5 O 1.16 0.78 -0.18  C7 1.277, H9 0.950
6 C -1.05 -0.05 -0.18  Cl1 1.809, Cl2 1.874, C7 1.412, H8 1.037
7 C 0.32 -0.12 0.17  S3 1.745, O5 1.277, C6 1.412
8 H -1.45 -1.01 -0.09  C6 1.037
9 H 0.70 1.36 -0.78  O5 0.950

Computed properties:
Lowest unoccupied orbital energy (spin up / spin down) in eV: -0.623 / -0.623
M in u: 161.0
Spin multiplicity: 1
Charge: 0
Orbital gap (spin up / spin down) in eV: 8.0 / 8.0

The data favor 2; the next most stable structure lies 0.0414 hartree above it.

1.
Formula: C2H14O4S
Source: the Open Molecules 2025 dataset
Level of theory: wB97M-V/def2-TZVPD

Each atom is followed by the atoms it is bonded to, with distances in Å.
Positions of all 21 atoms, in Å:
1 S 1.27 1.24 -1.41  C6 1.791, C7 1.816
2 O -2.96 -1.91 -0.82  H13 0.962, H16 0.960
3 O 0.30 0.78 3.41  H14 0.968, H15 0.972
4 O 2.36 -0.77 1.77  H12 0.968, H19 0.959
5 O -0.40 -0.73 0.75  H17 0.968, H20 0.966
6 C -0.20 2.06 -0.80  S1 1.791, H10 1.075, H11 1.098, H21 1.096
7 C 0.53 -0.02 -2.49  S1 1.816, H8 1.082, H9 1.080, H18 1.081
8 H -0.54 0.08 -2.57  C7 1.082
9 H 0.73 -1.01 -2.11  C7 1.080
10 H -0.48 2.92 -1.38  C6 1.075
11 H -0.07 2.39 0.24  C6 1.098
12 H 1.92 -0.59 0.93  O4 0.968
13 H -2.01 -2.06 -0.89  O2 0.962
14 H 0.91 0.45 2.73  O3 0.968
15 H 0.09 1.69 3.16  O3 0.972
16 H -3.36 -2.76 -0.59  O2 0.960
17 H -1.08 -0.43 1.37  O5 0.968
18 H 0.95 0.11 -3.48  C7 1.081
19 H 2.99 -1.49 1.68  O4 0.959
20 H 0.11 -1.35 1.30  O5 0.966
21 H -1.06 1.39 -0.81  C6 1.096

Computed properties:
Lowest unoccupied orbital energy in eV: 0.426
M in u: 134.2
Spin multiplicity: 1
Charge: 0
SMILES: CSC.O.O.O.O
Orbital gap in eV: 9.0

2.
Formula: C2H14O4S
Source: the Open Molecules 2025 dataset
Level of theory: wB97M-V/def2-TZVPD

Each atom is followed by the atoms it is bonded to, with distances in Å.
Positions of all 21 atoms, in Å:
1 S -2.43 0.72 -0.79  C7 1.838, H10 1.357
2 O 3.00 -5.16 2.37  H8 0.951, H19 0.950
3 O 0.66 -0.50 -1.54  H11 0.952, H16 0.955
4 O -0.06 2.25 -2.67  H9 0.975, H21 0.968
5 O 3.39 -0.63 1.43  H15 0.966, H18 0.946
6 C -1.46 2.35 1.24  C7 1.499, H13 1.088, H14 1.093, H20 1.095
7 C -1.68 0.91 0.88  S1 1.838, C6 1.499, H12 1.089, H17 1.093
8 H 2.24 -5.71 2.21  O2 0.951
9 H -0.54 2.57 -1.89  O4 0.975
10 H -3.09 -0.45 -0.61  S1 1.357
11 H 0.37 0.22 -2.10  O3 0.952
12 H -2.33 0.33 1.53  C7 1.089
13 H -0.79 2.90 0.59  C6 1.088
14 H -2.40 2.91 1.33  C6 1.093
15 H 4.29 -0.88 1.20  O5 0.966
16 H 0.07 -1.17 -1.86  O3 0.955
17 H -0.75 0.33 0.90  C7 1.093
18 H 3.25 -0.09 0.66  O5 0.946
19 H 2.69 -4.26 2.41  O2 0.950
20 H -1.06 2.45 2.26  C6 1.095
21 H -0.66 2.31 -3.43  O4 0.968

Computed properties:
Lowest unoccupied orbital energy in eV: 0.477
M in u: 134.2
Spin multiplicity: 1
Charge: 0
SMILES: CCS.O.O.O.O
Orbital gap in eV: 9.6

The data favor 1; the next most stable structure lies 0.0092 hartree above it.

1.
Formula: C3H9BNO2
Source: the Open Molecules 2025 dataset
Level of theory: wB97M-V/def2-TZVPD

Each atom is followed by the atoms it is bonded to, with distances in Å.
Positions of all 16 atoms, in Å:
1 O -1.19 -1.12 0.17  C4 1.373, B7 1.340
2 O 0.93 -1.87 -0.34  B7 1.354, H15 0.924
3 N 2.39 0.37 0.15  C5 1.543, H11 1.068, H12 1.031, H13 1.078
4 C -2.28 -0.30 0.28  O1 1.373, C6 1.317, H9 1.056
5 C 0.86 0.60 0.21  N3 1.543, B7 1.645, H8 1.076, H10 1.141
6 C -2.50 0.86 -0.31  C4 1.317, H14 1.096, H16 1.053
7 B 0.12 -0.85 0.03  O1 1.340, O2 1.354, C5 1.645
8 H 0.75 1.16 1.12  C5 1.076
9 H -3.07 -0.89 0.65  C4 1.056
10 H 0.66 1.12 -0.78  C5 1.141
11 H 2.55 -0.58 -0.32  N3 1.068
12 H 3.01 1.12 -0.19  N3 1.031
13 H 2.62 0.20 1.19  N3 1.078
14 H -1.91 1.50 -0.98  C6 1.096
15 H 0.52 -2.54 -0.83  O2 0.924
16 H -3.45 1.23 -0.06  C6 1.053

Computed properties:
Lowest unoccupied orbital energy in eV: -3.763
M in u: 101.9
Spin multiplicity: 1
Charge: +1
SMILES: C=COB(O)C[NH3+]
Orbital gap in eV: 9.5

2.
Formula: C3H9BNO2
Source: the Open Molecules 2025 dataset
Level of theory: wB97M-V/def2-TZVPD

Each atom is followed by the atoms it is bonded to, with distances in Å.
Positions of all 16 atoms, in Å:
1 O 0.64 -3.79 -1.42  B7 1.279, H11 0.918
2 O 1.62 -1.49 -1.07  B7 1.245
3 N 0.85 1.01 -1.11  C6 1.483, H12 0.981, H14 1.022, H16 1.079
4 C -0.26 1.23 1.17  C5 1.533, C6 1.339, H10 1.026
5 C -1.57 1.11 1.96  C4 1.533, H8 1.104, H9 1.075, H15 1.046
6 C -0.24 0.83 -0.11  N3 1.483, C4 1.339, H13 1.112
7 B 1.15 -2.63 -1.26  O1 1.279, O2 1.245
8 H -2.30 0.61 1.29  C5 1.104
9 H -1.34 0.38 2.71  C5 1.075
10 H 0.49 1.54 1.79  C4 1.026
11 H 0.66 -4.64 -1.77  O1 0.918
12 H 1.36 0.18 -1.10  N3 0.981
13 H -1.28 0.53 -0.34  C6 1.112
14 H 0.63 1.19 -2.09  N3 1.022
15 H -1.89 2.04 2.31  C5 1.046
16 H 1.49 1.87 -0.97  N3 1.079

Computed properties:
Lowest unoccupied orbital energy in eV: -3.259
M in u: 101.9
Spin multiplicity: 1
Charge: +1
Orbital gap in eV: 11.0

The data favor 1; the next most stable structure lies 0.0163 hartree above it.